1.
{
  "formula": "C5H19N2O4",
  "method": "wB97M-V/def2-TZVPD",
  "e_above_lowest_ev": 2.086,
  "charge": 1,
  "spin_multiplicity": 1,
  "orbital_gap_ev": 9.72,
  "mol_weight_da": 171.2,
  "elements": ["C", "C", "C", "C", "N", "C", "N", "H", "H", "H", "H", "H", "H", "H", "H", "H", "H", "H", "H", "H", "O", "H", "H", "O", "H", "H", "O", "H", "H", "O"],
  "xyz": [[-2.1893, 0.8159, 0.2256], [-1.8069, 1.0325, -1.2355], [-0.8883, -0.0685, -1.6672], [0.3930, 0.1974, -1.9515], [1.3883, -0.8163, -1.9213], [1.7775, -1.3703, -2.9902], [-1.0701, 1.0128, 1.1859], [-3.0257, 1.4700, 0.4933], [-2.6888, -0.1187, 0.5162], [-2.7666, 1.2085, -1.7275], [-1.2309, 1.9671, -1.2936], [-1.3287, -1.0585, -1.6643], [0.6485, 1.2263, -2.1875], [1.5004, -1.1141, -4.0094], [2.4557, -2.2082, -2.8413], [-1.3043, 0.8448, 2.1652], [-0.6433, 1.9550, 1.0694], [-0.3790, 0.2831, 0.9634], [2.8471, -0.2004, 0.3563], [2.5225, -0.4032, 1.8463], [2.2103, -0.0013, 1.0338], [1.9200, 2.9568, 0.7063], [1.7157, 1.5874, 0.4526], [1.1715, 2.4081, 0.4970], [-0.1044, -2.0826, 2.8389], [-1.1297, -2.3614, 3.9530], [-0.7168, -1.6532, 3.4334], [-0.3029, -2.3938, 0.5678], [0.9336, -1.5633, 0.3495], [0.0913, -1.5519, 0.8351]],
  "nbo_charge": [-0.2253, -0.4492, -0.2302, -0.0592, -0.4736, 0.0126, -0.7113, 0.2249, 0.2252, 0.2442, 0.2233, 0.2111, 0.2194, 0.1773, 0.1810, 0.4461, 0.4671, 0.4745, 0.4972, 0.5042, -0.9708, 0.4850, 0.4952, -0.9865, 0.4823, 0.4816, -0.9662, 0.4886, 0.5103, -0.9790]
}

2.
{
  "formula": "C4H4N2O2",
  "method": "wB97M-V/def2-TZVPD",
  "e_above_lowest_ev": 5.624,
  "charge": 0,
  "spin_multiplicity": 1,
  "smiles": "C=C1C(=O)N=CN1O",
  "orbital_gap_ev": 7.92,
  "mol_weight_da": 112.1,
  "elements": ["C", "C", "C", "O", "N", "C", "N", "O", "H", "H", "H", "H"],
  "xyz": [[0.6667, -1.1858, 1.5259], [0.0939, -0.4357, 0.5640], [1.0419, 0.6039, -0.0991], [2.2292, 0.6616, -0.0582], [0.3687, 1.2791, -1.0771], [-0.8629, 0.7442, -1.0113], [-1.0345, -0.2556, -0.0079], [-2.0115, -1.0763, 0.0026], [-0.0271, -1.8714, 2.0332], [1.8409, -0.8680, 1.7781], [-1.5749, 0.8763, -1.7753], [-2.9571, -0.3438, 0.1270]],
  "nbo_charge": [-0.4222, 0.0058, 0.6082, -0.5160, -0.4799, 0.2475, -0.1228, -0.4716, 0.2147, 0.2699, 0.2046, 0.4618]
}

3.
{
  "formula": "C4H4N2O2",
  "method": "wB97M-V/def2-TZVPD",
  "e_above_lowest_ev": 5.178,
  "charge": 0,
  "spin_multiplicity": 1,
  "orbital_gap_ev": 9.20,
  "mol_weight_da": 112.1,
  "elements": ["C", "C", "C", "C", "H", "H", "H", "H", "N", "N", "O", "O"],
  "xyz": [[-1.1204, -0.0481, -0.0633], [0.7702, 0.8752, -0.2169], [1.5130, -0.9960, 0.0641], [0.1829, -0.3802, -0.5089], [-1.9864, -1.5787, 0.0603], [-1.7757, 2.0819, 0.0876], [2.1557, -1.5825, -0.7110], [1.4875, -1.3609, 1.2583], [-1.1452, 1.3201, -0.0503], [0.0716, 1.9189, 0.0328], [-2.2459, -0.7112, 0.0194], [2.0927, 0.4615, 0.0277]],
  "nbo_charge": [0.4890, 0.4678, -0.0857, -0.3731, 0.4883, 0.4273, 0.2193, 0.2180, -0.3885, -0.3344, -0.6198, -0.5081]
}

4.
{
  "formula": "C51H36BrIN2O15",
  "method": "wB97M-V/def2-TZVPD",
  "charge": 0,
  "spin_multiplicity": 1,
  "smiles": "C=CC[C@@](Br)(C#N)[C@](I)(C#N)CC=O.O=C1C=CC(=O)C=C1.O=C1C=CC(=O)C=C1.O=C1C=CC(=O)C=C1.O=C1C=CC(=O)C=C1.O=C1C=CC(=O)C=C1.O=C1C=CC(=O)C=C1.O=C1C=CC(=O)C=C1",
  "orbital_gap_ev": 8.07,
  "mol_weight_da": 1123.7,
  "elements": ["C", "C", "C", "C", "Br", "C", "N", "C", "I", "C", "N", "C", "C", "O", "H", "H", "H", "H", "H", "H", "H", "H", "O", "C", "C", "C", "C", "O", "C", "C", "H", "H", "H", "H", "O", "C", "C", "C", "C", "O", "C", "C", "H", "H", "H", "H", "O", "C", "C", "C", "C", "O", "C", "C", "H", "H", "H", "H", "O", "C", "C", "C", "C", "O", "C", "C", "H", "H", "H", "H", "O", "C", "C", "C", "C", "O", "C", "C", "H", "H", "H", "H", "O", "C", "C", "C", "C", "O", "C", "C", "H", "H", "H", "H", "O", "C", "C", "C", "C", "O", "C", "C", "H", "H", "H", "H"],
  "xyz": [[4.4442, -3.4657, -3.3943], [3.4703, -2.5976, -3.1498], [2.1672, -2.5969, -3.9070], [0.9061, -2.4101, -3.0260], [1.0885, -3.4188, -1.3591], [0.8515, -0.9926, -2.6347], [0.8479, 0.1033, -2.3079], [-0.4389, -2.7894, -3.7296], [-0.5225, -1.7521, -5.6522], [-1.5724, -2.2590, -2.9688], [-2.4428, -1.8234, -2.3600], [-0.6519, -4.2848, -4.0105], [-1.1620, -5.1037, -2.8433], [-1.0983, -6.3065, -2.8308], [4.3147, -4.2610, -4.1199], [5.3948, -3.4146, -2.8764], [3.5960, -1.8068, -2.4143], [2.1992, -1.7374, -4.5807], [2.0782, -3.5122, -4.4925], [-1.4436, -4.3662, -4.7620], [0.2326, -4.7466, -4.4515], [-1.6810, -4.5644, -2.0351], [-2.5158, 2.8991, 2.2479], [-1.3648, 2.5399, 2.1030], [-0.8650, 2.0923, 0.7789], [0.3943, 1.6963, 0.6147], [1.3431, 1.6861, 1.7538], [2.4966, 1.3224, 1.6035], [0.8474, 2.1353, 3.0755], [-0.4112, 2.5331, 3.2423], [-1.5788, 2.1062, -0.0354], [0.7770, 1.3663, -0.3428], [1.5576, 2.1221, 3.8920], [-0.7949, 2.8715, 4.1962], [-6.5840, 6.3489, 6.0336], [-5.4273, 6.0147, 5.8844], [-4.9123, 5.5879, 4.5609], [-3.6498, 5.2018, 4.4012], [-2.7015, 5.1912, 5.5424], [-1.5494, 4.8384, 5.4001], [-3.2120, 5.6275, 6.8662], [-4.4758, 6.0091, 7.0244], [-5.6232, 5.5977, 3.7441], [-3.2580, 4.8709, 3.4485], [-2.5011, 5.6088, 7.6823], [-4.8744, 6.3253, 7.9798], [2.4640, 1.8480, 6.2944], [3.6136, 1.4889, 6.1413], [4.1073, 1.0413, 4.8158], [5.3652, 0.6460, 4.6438], [6.3284, 0.6347, 5.7739], [7.4750, 0.2738, 5.6213], [5.8330, 1.0831, 7.1015], [4.5749, 1.4797, 7.2719], [3.3929, 1.0590, 4.0031], [5.7459, 0.3178, 3.6850], [6.5535, 1.0667, 7.9092], [4.1914, 1.8116, 8.2283], [3.9083, 6.3456, 2.2194], [3.7903, 5.8581, 1.1161], [3.5205, 4.4097, 0.9362], [3.3957, 3.8742, -0.2753], [3.5210, 4.7045, -1.5001], [3.4100, 4.2196, -2.6052], [3.7885, 6.1550, -1.3207], [3.9126, 6.6893, -0.1091], [3.4362, 3.8205, 1.8406], [3.2025, 2.8189, -0.4241], [3.8752, 6.7398, -2.2276], [4.1080, 7.7426, 0.0471], [2.5881, -9.2022, 1.2938], [2.7979, -8.5843, 0.2731], [1.7282, -8.3565, -0.7311], [1.9730, -7.6774, -1.8483], [3.3141, -7.1208, -2.1368], [3.5213, -6.5050, -3.1635], [4.3865, -7.3457, -1.1377], [4.1452, -8.0242, -0.0193], [0.7540, -8.7678, -0.5001], [1.2173, -7.4953, -2.5971], [5.3588, -6.9302, -1.3711], [4.9069, -8.2039, 0.7287], [-5.1248, 2.0145, 5.8152], [-5.9414, 1.7227, 4.9684], [-5.6349, 0.7238, 3.9142], [-6.5307, 0.4077, 2.9834], [-7.8744, 1.0400, 2.9600], [-8.6913, 0.7506, 2.1132], [-8.1786, 2.0430, 4.0128], [-7.2827, 2.3581, 4.9440], [-4.6480, 0.2805, 3.9493], [-6.3303, -0.3146, 2.2025], [-9.1615, 2.4947, 3.9729], [-7.4809, 3.0882, 5.7193], [-0.3748, -1.3794, -8.6837], [-1.3136, -1.6246, -9.4157], [-1.1588, -2.5325, -10.5772], [-2.1853, -2.8054, -11.3777], [-3.5268, -2.2115, -11.1413], [-4.4613, -2.4608, -11.8691], [-3.6777, -1.3007, -9.9767], [-2.6506, -1.0296, -9.1765], [-0.1727, -2.9526, -10.7278], [-2.0998, -3.4653, -12.2314], [-4.6628, -0.8789, -9.8247], [-2.7359, -0.3692, -8.3224]],
  "mulliken_charge": [-0.9484, -0.1926, -0.6012, 0.7007, 0.0328, -0.0762, -0.5134, 0.1095, 0.3312, 0.0017, -0.4952, -0.6270, -0.1372, -0.5019, 0.2462, 0.3129, 0.3285, 0.3386, 0.3998, 0.5632, 0.2691, 0.4252, -0.5356, 0.3100, -0.4793, -0.3008, 0.4593, -0.6191, -0.3227, -0.3478, 0.5200, 0.5388, 0.3021, 0.4966, -0.5872, 0.3621, -0.3899, -0.0962, 0.5031, -0.5555, -0.4341, -0.4378, 0.4620, 0.3107, 0.4381, 0.4191, -0.5331, 0.6228, -0.1085, -0.4901, 0.3062, -0.5442, -0.4263, -0.4435, 0.3506, 0.4608, 0.4064, 0.4087, -0.5481, 0.2189, -0.1876, -0.2603, 0.2411, -0.5464, -0.4064, -0.3739, 0.4943, 0.5502, 0.4144, 0.4138, -0.5450, 0.3672, -0.3958, -0.2877, 0.4081, -0.5451, -0.3520, -0.4052, 0.4444, 0.4725, 0.4287, 0.4066, -0.5687, 0.4226, -0.3274, -0.3853, 0.3542, -0.5525, -0.3815, -0.2808, 0.4462, 0.4141, 0.4180, 0.4414, -0.5596, 0.4647, -0.3801, -0.3514, 0.3482, -0.5328, -0.3534, -0.2563, 0.4127, 0.4016, 0.4132, 0.3943]
}